Formula: C26H32NNiO5S
Source: the OMol25 dataset
Level of theory: ωB97M-V with the def2-TZVPD basis set

Geometry as ORCA input:
```
! wB97M-V def2-TZVPD RIJCOSX def2/J DEFGRID3
* xyz -1 3
O -1.000 -0.723 -2.763
C -1.382 0.356 -3.755
C -0.769 -0.373 -4.937
H -0.889 1.316 -3.587
H -2.480 0.465 -3.804
C -0.626 -1.534 -3.912
H 0.180 0.088 -5.251
H -1.428 -0.606 -5.772
C 0.759 -2.115 -3.836
H 1.512 -1.356 -3.582
H 1.012 -2.562 -4.813
H 0.758 -2.916 -3.087
C -1.686 -2.573 -4.208
H -2.661 -2.090 -4.352
H -1.748 -3.293 -3.384
H -1.425 -3.115 -5.128
Ni -1.027 -1.158 0.943
C -2.952 -1.642 1.776
C -2.657 -0.262 1.977
C -2.420 0.335 0.692
H -2.709 0.246 2.934
C -2.654 -0.673 -0.295
C -2.844 -1.924 0.385
H -2.983 -2.890 -0.081
H -3.281 -2.321 2.553
H -2.253 1.391 0.506
H -2.766 -0.512 -1.361
C 0.456 -2.742 2.647
C -0.402 -3.102 1.580
C 0.147 -2.548 0.338
H -1.214 -3.825 1.653
C 1.333 -1.809 0.726
C 1.523 -1.973 2.115
H 2.419 -1.689 2.668
H 0.360 -3.067 3.687
H -0.092 -2.880 -0.676
H 2.037 -1.365 0.026
O 1.736 0.898 -2.687
C 1.021 0.847 -1.442
C 0.046 2.009 -1.394
H 1.783 0.932 -0.645
H 0.531 -0.129 -1.352
C 0.717 3.062 -2.287
H -0.137 2.354 -0.379
H -0.906 1.689 -1.805
C 1.900 2.319 -2.934
H 1.043 3.926 -1.697
H 0.004 3.399 -3.046
H 2.840 2.658 -2.449
H 1.949 2.488 -4.017
O -0.682 -0.757 4.558
C -0.042 0.096 3.945
N 0.025 0.177 2.555
S 0.968 1.383 2.021
O 2.165 0.920 1.347
O 0.190 2.442 1.417
C 1.438 1.938 3.592
C 2.307 2.995 3.852
C 2.505 3.323 5.198
C 1.894 2.553 6.210
C 1.083 1.455 5.897
C 0.792 1.182 4.553
H 2.794 3.501 3.016
H 3.153 4.163 5.441
H 2.079 2.824 7.253
H 0.654 0.799 6.655
*
```

Results
Calculated total energy: -3347.29055 Eh
⟨S²⟩: 2.0192
Orbital gap (alpha / beta): 6.134 / 6.832 eV
Energy relative to the best compared isomer or geometry (same formula, charge and spin): 3.7 kcal/mol

---

Formula: C26H33Cl2IMnN3O2
Source: the OMol25 dataset
Level of theory: ωB97M-V with the def2-TZVPD basis set

Geometry as ORCA input:
```
! wB97M-V def2-TZVPD RIJCOSX def2/J DEFGRID3
* xyz -1 2
Mn -0.329 -0.400 0.614
C -1.256 0.410 -1.375
C -1.236 -0.997 -1.429
C -2.159 -1.477 -0.470
C -2.737 -0.373 0.167
C -2.178 0.797 -0.380
H -0.703 1.076 -2.016
H -0.650 -1.599 -2.106
H -2.363 -2.514 -0.251
H -3.442 -0.411 0.982
H -2.415 1.810 -0.093
C 2.163 0.989 1.930
N 1.578 1.008 0.580
C 0.961 2.319 0.375
C 2.709 0.811 -0.337
C 2.512 1.030 -1.826
N 1.621 0.127 -2.519
C 2.171 -1.206 -2.639
C 1.256 0.640 -3.819
H 2.885 1.820 2.026
H 2.681 0.047 2.089
H 1.385 1.093 2.672
H 1.719 3.122 0.408
H 0.238 2.481 1.167
H 0.439 2.357 -0.580
H 3.125 -0.178 -0.134
H 3.489 1.535 -0.049
H 3.525 0.982 -2.274
H 2.163 2.051 -1.998
H 3.049 -1.220 -3.313
H 1.421 -1.892 -3.036
H 2.474 -1.592 -1.669
H 2.125 0.713 -4.501
H 0.814 1.634 -3.723
H 0.515 -0.013 -4.286
Cl -0.034 3.888 5.784
C -0.926 4.091 4.284
C -0.385 4.939 3.342
C -1.036 5.133 2.135
C -2.216 4.446 1.910
C -2.746 3.596 2.862
Cl -4.235 2.796 2.443
C -2.129 3.383 4.098
N -2.623 2.602 5.127
C -3.542 1.502 5.025
C -4.893 1.744 5.245
C -5.818 0.719 5.156
C -5.378 -0.565 4.849
C -4.026 -0.809 4.671
C -3.080 0.213 4.769
C -1.618 -0.130 4.582
C -1.203 -0.186 3.120
O -1.350 -1.258 2.506
O -0.727 0.862 2.592
H 0.552 5.432 3.565
H -0.622 5.786 1.379
H -2.748 4.546 0.972
H -1.950 2.487 5.867
H -5.202 2.759 5.463
H -6.870 0.918 5.318
H -6.087 -1.379 4.759
H -3.675 -1.807 4.433
H -1.446 -1.119 5.003
H -0.976 0.584 5.095
I 1.648 -2.641 2.704
C 0.855 -2.017 0.750
H 0.267 -2.902 0.507
H 1.773 -2.069 0.162
*
```

Results
Calculated total energy: -3694.36486 Eh
⟨S²⟩: 1.2415
Orbital gap (alpha / beta): 6.439 / 6.333 eV
Energy relative to the best compared isomer or geometry (same formula, charge and spin): 16.0 kcal/mol

---

Formula: C26H33Cl2N3Si2Tc
Source: the OMol25 dataset
Level of theory: ωB97M-V with the def2-TZVPD basis set

Geometry as ORCA input:
```
! wB97M-V def2-TZVPD RIJCOSX def2/J DEFGRID3
* xyz 2 2
Tc -0.423 0.868 -0.577
C -0.848 -1.084 4.482
C -0.704 -0.065 3.552
N -0.255 -0.249 2.311
C 0.052 -1.524 1.868
C -0.057 -2.593 2.792
C -0.496 -2.348 4.109
C 0.219 -3.923 2.398
C 0.545 -4.201 1.106
C 0.629 -3.156 0.181
C 0.433 -1.828 0.520
N 0.456 -0.847 -0.476
C 1.221 -1.037 -1.657
C 2.442 -1.668 -1.741
C 3.094 -1.811 -2.981
C 2.522 -1.345 -4.132
C 1.291 -0.646 -4.081
C 0.644 -0.110 -5.216
C -0.520 0.593 -5.068
C -1.022 0.810 -3.778
N -0.450 0.316 -2.697
C 0.671 -0.453 -2.836
H -1.218 -0.852 5.470
H -0.939 0.957 3.811
H -0.569 -3.177 4.801
H 0.128 -4.711 3.134
H 0.712 -5.218 0.782
H 0.809 -3.402 -0.854
H 2.910 -2.059 -0.848
H 4.052 -2.310 -3.014
H 3.010 -1.485 -5.088
H 1.079 -0.259 -6.197
H -1.040 1.008 -5.920
H -1.903 1.421 -3.623
Cl 1.123 3.166 -2.654
C -0.246 4.064 -2.037
Cl -1.201 3.125 -0.805
H -0.924 4.305 -2.847
H 0.104 4.951 -1.520
C 2.998 0.478 1.184
Si 1.728 1.656 1.874
C 1.859 3.349 1.109
C 1.892 1.773 3.726
C -0.056 0.980 1.498
Si -2.768 0.152 -0.117
C -2.810 -1.709 0.054
C -3.829 0.649 -1.574
C -3.443 1.005 1.403
H 4.001 0.830 1.436
H 2.944 0.405 0.096
H 2.897 -0.525 1.607
H 2.732 3.863 1.516
H 0.986 3.963 1.341
H 1.987 3.304 0.026
H 2.860 2.218 3.970
H 1.864 0.800 4.221
H 1.126 2.413 4.170
H -0.693 1.728 1.979
H -2.266 -2.198 -0.756
H -3.851 -2.039 0.001
H -2.404 -2.061 1.004
H -3.555 0.137 -2.497
H -3.845 1.725 -1.753
H -4.852 0.344 -1.336
H -3.051 0.588 2.331
H -4.527 0.865 1.421
H -3.255 2.081 1.392
*
```

Results
Calculated total energy: -2754.51630 Eh
⟨S²⟩: 1.1422
Orbital gap (alpha / beta): 6.207 / 7.254 eV
Energy relative to the best compared isomer or geometry (same formula, charge and spin): 0.0 kcal/mol

---

Formula: C26H33Cl3N5O6SSb2Ta
Source: the OMol25 dataset
Level of theory: ωB97M-V with the def2-TZVPD basis set

Geometry as ORCA input:
```
! wB97M-V def2-TZVPD RIJCOSX def2/J DEFGRID3
* xyz 2 1
Ta -0.715 -0.923 0.075
N -2.608 2.265 -0.676
C -3.783 1.645 -0.055
C -3.559 0.165 0.137
O -4.303 -0.719 -0.114
O -2.302 -0.098 0.690
H -2.717 3.273 -0.641
H -2.578 2.017 -1.660
H -4.713 1.763 -0.613
H -3.931 2.081 0.936
C 2.363 1.694 1.313
Sb 0.418 1.703 0.470
C 0.710 2.756 -1.344
C -0.672 2.981 1.818
C 0.141 3.171 3.060
C 0.990 4.271 3.156
C 1.838 4.431 4.240
C 1.847 3.479 5.248
C 0.987 2.395 5.175
C 0.123 2.226 4.094
C -0.851 1.087 4.118
Sb -0.407 -0.719 3.030
C -1.965 -1.867 3.907
C 1.388 -1.429 3.923
H 2.598 2.689 1.683
H 3.057 1.397 0.531
H 2.412 0.983 2.136
H 1.537 3.451 -1.212
H -0.195 3.297 -1.602
H 0.951 2.037 -2.124
H -1.643 2.520 1.981
H -0.816 3.916 1.278
H 0.981 5.015 2.367
H 2.483 5.297 4.299
H 2.501 3.593 6.102
H 0.961 1.678 5.988
H -1.852 1.375 3.792
H -0.951 0.709 5.137
H -1.672 -2.123 4.924
H -2.153 -2.765 3.330
H -2.865 -1.254 3.933
H 1.129 -2.071 4.762
H 1.975 -0.582 4.276
H 1.953 -1.993 3.184
N -1.128 -0.530 -8.263
C -1.005 -0.726 -6.939
C -2.135 -1.054 -6.156
C -2.013 -1.261 -4.809
C -0.752 -1.127 -4.211
C 0.384 -0.807 -4.960
C 0.253 -0.602 -6.308
S -0.652 -1.464 -2.546
O -1.707 -0.658 -1.793
O -0.794 -2.836 -2.117
N 0.564 -0.780 -1.728
C 1.838 -1.363 -1.647
N 2.231 -2.210 -2.579
C 3.442 -2.740 -2.409
C 4.239 -2.422 -1.323
C 3.720 -1.513 -0.419
N 2.513 -0.969 -0.573
H -2.013 -0.643 -8.724
H -0.328 -0.323 -8.834
H -3.104 -1.149 -6.629
H -2.882 -1.521 -4.217
H 1.354 -0.735 -4.488
H 1.122 -0.351 -6.901
H 3.769 -3.439 -3.170
H 5.219 -2.856 -1.189
H 4.278 -1.204 0.457
Cl 0.078 -4.787 2.902
C -0.306 -4.826 1.149
Cl -1.790 -5.689 0.857
Cl 1.027 -5.505 0.243
C -0.468 -3.345 0.829
O 0.540 -2.621 0.553
O -1.589 -2.764 0.886
*
```

Results
Calculated total energy: -4051.62164 Eh
Orbital gap: 6.629 eV
Energy relative to the best compared isomer or geometry (same formula, charge and spin): 9.1 kcal/mol

---

Formula: C26H33F4N3O4Sm
Source: the OMol25 dataset
Level of theory: ωB97M-V with the def2-TZVPD basis set

Geometry as ORCA input:
```
! wB97M-V def2-TZVPD RIJCOSX def2/J DEFGRID3
* xyz 1 6
Sm -0.211 0.553 -0.134
C 0.506 2.679 2.855
C -0.944 2.249 2.837
O -1.465 2.187 1.514
C -1.966 3.367 0.904
C -0.878 4.151 0.207
O -0.077 3.242 -0.549
C 1.156 3.843 -0.951
C 2.106 2.782 -1.462
O 2.152 1.635 -0.627
C 3.086 1.630 0.453
C 2.537 2.334 1.678
O 1.167 1.978 1.811
H 0.621 3.757 2.695
H 0.947 2.436 3.827
H -1.041 1.234 3.224
H -1.555 2.908 3.460
H -2.719 3.029 0.189
H -2.470 4.000 1.639
H -1.329 4.900 -0.452
H -0.238 4.675 0.922
H 0.980 4.581 -1.740
H 1.577 4.371 -0.090
H 1.788 2.416 -2.435
H 3.104 3.211 -1.583
H 3.275 0.582 0.666
H 4.025 2.091 0.137
H 3.103 2.022 2.562
H 2.617 3.424 1.599
C -2.194 0.381 -2.678
N -0.774 0.759 -2.742
C -0.668 1.994 -3.529
C 0.012 -0.301 -3.421
C 0.092 -1.588 -2.634
N 0.567 -1.285 -1.289
C 1.057 -2.317 -0.517
C 1.508 -2.015 0.772
F 1.333 -0.689 1.183
C 2.030 -2.897 1.683
F 2.383 -2.434 2.890
C 2.158 -4.230 1.360
C 1.700 -4.594 0.108
F 1.748 -5.870 -0.266
C 1.159 -3.690 -0.791
F 0.703 -4.186 -1.958
H -2.614 0.261 -3.683
H -2.766 1.154 -2.159
H -2.318 -0.553 -2.137
H -1.175 1.879 -4.494
H 0.373 2.225 -3.733
H -1.125 2.826 -2.993
H 1.019 0.097 -3.563
H -0.416 -0.492 -4.415
H 0.761 -2.264 -3.168
H -0.881 -2.095 -2.621
H 2.551 -4.959 2.052
C -2.268 -0.581 0.639
C -1.985 -1.984 0.993
C -1.453 -2.311 2.249
C -1.127 -3.612 2.580
C -1.324 -4.633 1.655
C -1.871 -4.338 0.407
C -2.196 -3.034 0.088
C -0.925 -5.977 1.979
N -0.593 -7.042 2.257
H -2.616 -0.027 1.516
H -3.058 -0.521 -0.116
H -1.296 -1.524 2.980
H -0.710 -3.844 3.552
H -2.029 -5.134 -0.309
H -2.624 -2.818 -0.885
*
```

Results
Calculated total energy: -2532.94825 Eh
⟨S²⟩: 8.7772
Orbital gap (alpha / beta): 6.822 / 7.352 eV
Energy relative to the best compared isomer or geometry (same formula, charge and spin): 1.4 kcal/mol

---

Formula: C26H33FIMoN4O4SSi
Source: the OMol25 dataset
Level of theory: ωB97M-V with the def2-TZVPD basis set

Geometry as ORCA input:
```
! wB97M-V def2-TZVPD RIJCOSX def2/J DEFGRID3
* xyz 1 3
Mo -0.566 0.723 1.508
N -2.610 1.825 1.429
C -2.301 3.257 1.394
C -1.125 3.518 2.342
O -1.017 4.557 2.947
N -0.300 2.431 2.463
C 0.240 2.270 3.791
C -0.344 0.907 4.308
O -0.029 0.462 5.383
O -1.136 0.358 3.454
H -3.051 1.603 2.328
H -3.311 1.618 0.720
H -2.027 3.544 0.378
H -3.140 3.884 1.724
H 1.332 2.228 3.803
H -0.073 3.087 4.451
C 0.381 1.904 -3.316
Si -0.187 1.992 -1.492
C -2.072 1.687 -1.684
C 0.400 3.669 -0.770
N 0.273 0.731 -0.329
C 1.252 -0.175 -0.686
C 2.320 0.133 -1.544
C 3.252 -0.809 -1.929
C 3.182 -2.115 -1.471
C 2.173 -2.450 -0.587
C 1.258 -1.494 -0.207
F 0.293 -1.895 0.686
H -0.353 2.432 -3.921
H 0.447 0.889 -3.695
H 1.336 2.387 -3.493
H -2.666 2.586 -1.567
H -2.426 0.923 -0.995
H -2.259 1.323 -2.689
H -0.308 4.465 -0.976
H 1.332 3.979 -1.233
H 0.566 3.646 0.306
H 2.418 1.148 -1.894
H 4.052 -0.520 -2.593
H 3.904 -2.855 -1.778
H 2.084 -3.445 -0.182
C -0.160 -2.745 -4.931
C -0.879 -2.637 -3.627
C -0.542 -3.429 -2.534
C -1.186 -3.281 -1.317
C -2.174 -2.320 -1.172
C -2.578 -1.582 -2.280
C -1.930 -1.733 -3.490
S -2.953 -1.855 0.400
C -2.656 -3.348 1.398
O -2.011 -0.826 1.000
H 0.677 -3.433 -4.870
H 0.208 -1.770 -5.246
H -0.838 -3.102 -5.703
H 0.238 -4.169 -2.635
H -0.900 -3.914 -0.494
H -3.408 -0.898 -2.190
H -2.234 -1.145 -4.343
H -1.594 -3.421 1.611
H -3.021 -4.227 0.877
H -3.203 -3.221 2.331
I 2.806 -2.666 5.050
C 2.666 -1.048 3.724
C 3.747 -0.197 3.524
C 3.585 0.820 2.591
C 2.385 0.967 1.930
N 1.316 0.163 2.146
C 1.492 -0.841 3.028
H 4.667 -0.324 4.070
H 4.392 1.506 2.387
H 2.248 1.763 1.206
H 0.643 -1.496 3.178
*
```

Results
Calculated total energy: -2683.86507 Eh
⟨S²⟩: 2.0194
Orbital gap (alpha / beta): 6.593 / 7.441 eV
Energy relative to the best compared isomer or geometry (same formula, charge and spin): 37.2 kcal/mol